P.
Density functional theory data (ωB97M-V/def2-TZVPD) for 12 unconnected molecules or ions with the total composition C27H83N19O12.

Last column: Löwdin charge in e.
Atoms and positions in Å:
O 0.09053 2.80869 4.47231  -0.2170
C 5.03642 -0.13546 -1.33814  -0.0999
H 1.68281 -3.27754 -0.34433  0.0393
H 3.06253 3.90666 0.53953  0.0885
H -3.62865 1.80132 1.70702  0.0889
H -1.23230 -3.11431 5.00648  0.0450
C -1.28299 3.01950 4.79486  -0.2147
H 3.10456 3.85988 -3.09853  0.0559
H 5.08266 -0.49067 -2.38695  0.0927
H 6.03480 0.23461 -1.07188  0.0973
C -0.33221 5.16412 0.75626  -0.6093
O 1.88021 2.15509 -4.29804  0.0006
H 4.82756 -0.94948 -0.71433  0.0558
H -1.92154 -0.95310 0.21147  0.1116
N 2.48431 -0.04134 -4.10982  0.1648
H -3.01880 1.98583 5.03031  0.1405
N -5.96197 3.94908 0.48617  0.1134
H 3.05927 0.12825 -3.26305  0.0858
H 2.18577 2.28397 -1.68713  0.1177
C 0.88995 4.00318 4.63555  -0.0770
H 0.26888 4.84827 4.42069  0.0667
H -5.68171 4.35019 1.37424  0.0849
N -1.94296 -3.33807 2.43270  0.1714
H 4.78439 2.31386 -2.26174  0.1206
C -3.32246 0.87834 1.19929  -0.0910
C -2.91532 -2.17854 5.74497  -0.6605
C -4.99910 3.72749 -0.53082  -0.6217
C -2.33459 -1.29669 -4.26667  -0.0493
O 2.64916 -0.65922 1.89697  0.0163
H 1.49261 -4.39923 -2.43843  0.1018
C -1.92065 1.71767 5.05595  -0.4626
N 2.15730 -1.47244 4.02047  0.1632
C -1.65446 1.20215 6.50939  -0.0435
H -4.47174 -1.26339 6.65960  0.1170
N -1.67421 0.68260 4.17242  0.0947
H -3.69403 0.01611 1.78459  0.0919
H 1.80770 3.96632 3.99735  0.0961
H -1.43703 0.39875 -1.86721  0.0653
H 3.11026 -2.79078 0.30603  0.0407
N 0.69638 6.04735 0.40178  0.1601
H -2.50780 -2.99060 3.19041  0.0558
H 3.32916 -6.85785 -4.11189  0.0899
H -1.42416 3.69354 5.64564  0.1282
N -0.69936 3.99926 -4.37059  0.1463
H 0.53156 6.99745 0.67679  0.0932
C -0.61812 -3.70869 2.64502  -0.6214
O -0.88575 -4.57224 -2.93528  -0.2233
O 4.01595 0.80769 -1.19731  -0.2102
H -1.05651 1.95161 -1.13579  0.0482
H -2.55700 5.29289 -3.08335  0.0975
C -1.37656 -2.27978 -3.53977  -0.4015
H 1.12449 0.53069 4.34939  0.0994
H 2.17909 -0.98487 -4.40500  0.0979
N 1.35148 0.48751 3.35548  0.1711
C 2.90747 4.17218 -2.08744  -0.0539
H 1.31030 -1.65683 4.50708  0.0713
H -0.25676 1.17667 -5.11846  0.0844
N 0.80450 -0.91654 -0.54769  0.0693
N -3.74665 4.09158 -0.09275  0.1542
H -2.40035 -6.01326 -2.86040  0.1005
H 3.53853 -2.87481 -1.91468  0.1310
H -3.73209 0.71733 0.22433  0.0809
H 1.34215 -1.16121 0.27275  0.0222
O -1.31925 5.49473 1.42203  -0.0217
H 0.12337 1.15099 -2.13481  0.0703
H -0.62445 1.48700 6.86446  0.0859
N 0.53202 0.50543 -5.13598  0.1572
N 2.64616 -3.57009 -0.11263  0.0453
C 2.94489 2.92434 -1.22498  -0.4415
C -1.24783 -0.31206 0.75984  -0.1702
H -1.45481 -3.29152 6.68130  0.0970
O -2.17564 2.27772 -4.01062  0.0009
H 0.77653 3.46986 0.18534  0.0404
C -1.28677 -5.91663 -3.04967  -0.1234
H -0.79718 3.21401 0.92192  0.0837
H 0.71949 0.87913 2.70002  0.0603
H -1.58859 0.86193 3.22217  0.0235
H -3.36562 -1.25041 -3.86709  0.0891
H 3.63777 4.91073 -1.66987  0.0996
H -1.71928 0.15086 6.64511  0.0224
N 0.10431 -3.85837 1.52530  0.1871
O -3.37783 -1.81817 4.65840  -0.0315
N -0.12331 -2.27778 -4.33825  0.0324
H -2.32564 1.70109 7.25230  0.0813
H -1.21064 -1.89001 -2.53186  0.1119
O 3.00085 -4.82439 -3.71605  -0.1848
H -3.59421 3.84217 -2.71245  0.0758
H -0.74925 -0.91414 1.56027  0.1129
O -0.13614 -3.61636 3.77424  -0.0134
H 1.14082 5.93826 -0.45305  0.0379
H -3.49606 -2.10769 7.73397  0.0733
C 1.63366 0.96164 -4.47119  -0.6773
C -1.83784 3.43324 -3.79518  -0.6317
O -5.26048 3.18640 -1.62059  -0.0083
C 3.36343 -3.85829 -1.40172  -0.3948
H 1.08136 -4.03521 1.51031  0.0674
C -0.07253 0.15878 -0.15923  -0.4128
N 2.54010 3.16109 0.12056  0.0475
H -2.45597 -3.71170 1.67824  0.0822
H 5.16957 -3.97622 -0.26800  0.0686
C 2.53650 -4.74220 -2.37194  -0.2071
H -1.87737 -0.28228 -4.25597  0.0477
H 2.72288 -5.77363 -5.42342  0.0885
H 2.74945 2.31800 0.63865  0.0924
H -1.75865 3.54875 3.95101  0.1255
O -1.91181 0.86065 1.25299  -0.2430
H -0.01060 3.27466 -4.69553  0.0815
H -3.58474 4.66038 0.73152  0.0869
H 4.42817 -5.54553 -0.55007  0.0703
H 0.16162 -0.42086 -4.95341  0.0258
H -6.94902 3.64741 0.26359  0.1266
N -2.71747 4.28175 -3.08546  0.1347
H 5.41966 -4.77823 -1.81255  0.0922
H -1.14947 -6.34445 -4.13949  0.1184
C 2.64584 -6.05835 -4.37636  -0.0789
H 1.88651 4.56026 -2.18024  0.0635
H -0.28903 4.80992 -3.93062  0.0792
H -0.66780 -6.47843 -2.40613  0.0633
H 0.48391 -3.06081 -4.12431  0.0609
H -0.38477 -3.71687 0.64574  0.1050
H 4.92683 2.52460 -0.51056  0.1359
N -3.55965 -1.67345 6.85903  0.1538
H 1.62786 -6.34440 -4.32575  0.0562
H 1.36735 -0.63964 -1.36425  0.0744
H 0.48609 0.79388 0.51923  0.0996
C -1.91927 -3.70979 -3.39130  -0.2151
H 1.19184 4.11718 5.69277  0.0863
H -0.32312 -2.41005 -5.34112  0.0943
H -2.15633 -0.18042 4.24985  0.0451
N -0.19401 3.82182 0.35513  0.1415
C 4.27422 2.17512 -1.33198  -0.1864
C 2.05284 -0.60107 2.95531  -0.6644
H -2.91819 3.78052 -0.55829  0.0634
H -2.32162 -4.06893 -4.35941  0.1301
H -2.78365 -3.63556 -2.69827  0.1325
C 4.65422 -4.59393 -1.01394  -0.0706
C -0.65540 0.96381 -1.35802  -0.0262
H 2.58258 -5.70196 -1.88099  0.1139
N -1.77863 -2.88231 5.84022  0.1949
H -2.36132 -1.70423 -5.33778  0.1012
H 2.74361 -2.26242 3.87371  0.0901

Results
* SMILES: COC[C@H](C)N.COC[C@H](C)N.COC[C@H](C)N.COC[C@H](C)N.COC[C@H](C)N.NC(N)=O.NC(N)=O.NC(N)=O.NC(N)=O.NC(N)=O.NC(N)=O.NC(N)=O
* HOMO energy: -8.009 eV
* E_LUMO: 0.47 eV
* Kohn-Sham gap: 8.48 eV

Q.
Density functional theory data (ωB97M-V/def2-TZVPD) for 12 unconnected molecules or ions with the total composition C27H83N19O12.

Last column: Löwdin charge in e.
Atoms and positions in Å:
H -0.01678 7.31900 8.71349  0.0733
H -2.80953 -5.10135 -4.78309  0.0767
O -3.45658 -9.13041 0.17753  0.0160
C -2.77876 -1.97371 9.73300  -0.7779
H -4.84920 -4.29884 -7.10313  0.0741
C 6.68739 -0.59504 -5.82857  -0.1719
C -3.35851 -10.30962 -0.17373  -0.8536
H 7.88400 -1.26740 -2.53567  0.0784
C -4.14833 -7.36587 -6.16289  -0.1679
H -7.32773 6.22690 -5.22697  0.0875
H 1.55533 6.55003 6.24228  0.1257
O 7.87221 0.07239 -6.28321  -0.2100
N -4.30720 -11.13464 -0.47296  0.1569
H -6.33536 -6.04570 3.67802  0.1044
H 2.14176 7.40335 -1.62488  0.0814
H 4.70051 -1.46839 -4.25021  0.0670
H -0.34638 11.15954 -4.90243  0.0483
H 7.05134 1.98457 -6.20025  0.0936
O -7.34045 -3.33160 4.74956  0.0161
N -2.11035 -1.83877 10.87670  0.1401
H 7.94899 -2.44945 -3.76165  0.0836
N 7.35326 5.19880 3.29601  0.1592
H -1.75693 -2.77186 11.03336  0.1146
N 5.61327 -1.68225 -3.87439  0.0145
N -0.58998 10.75539 -4.00944  0.0252
N 5.85664 -9.45226 0.59260  0.1533
H 1.13332 5.97548 -1.90269  0.0834
C 0.50481 8.78453 -3.04952  -0.2385
H -1.85557 -6.22109 -5.77957  0.0649
N -0.34195 -3.74510 1.52445  0.1364
N 5.97801 -7.54998 -0.43101  0.1811
H -5.67377 -5.62157 -6.74606  0.0628
H -5.23950 -10.74659 -0.49110  0.1270
C 5.38968 -2.67730 7.57960  -0.7765
H 0.18792 5.54593 8.68554  0.0705
H 6.80042 -1.62329 -6.17213  0.1224
C -7.72023 5.21673 -5.11027  -0.1209
N -1.14573 -2.14916 2.79061  0.1436
H -5.92322 -9.51181 -5.90414  0.0787
H -3.24149 -7.95827 -6.28469  0.1110
H -3.43939 -6.03899 -7.62321  0.1263
H 8.09210 1.39512 -4.78675  0.0723
H -1.70430 -2.84915 3.25762  0.0981
C 0.61550 6.93210 5.84374  -0.1902
H -2.40937 -11.85515 -0.67790  0.1224
C -6.91573 -4.18562 3.96743  -0.7488
N -3.62796 -0.97809 9.59987  0.1566
C 5.30478 -8.61878 -0.19494  -0.7795
C 7.93310 1.43898 -5.86420  -0.0915
H 8.90446 1.68765 -6.29166  0.0934
H 2.33230 9.15745 5.93053  0.0882
C 0.26607 9.16944 -5.47488  -0.0913
H -1.14431 -1.29445 3.32872  0.1093
H -1.08294 -4.42393 1.62563  0.1047
H 6.53820 0.24477 -3.80007  0.1202
O 0.36059 -1.65068 1.19609  0.0573
C -0.41954 6.37991 8.33402  -0.0573
H -4.45890 -7.38837 -5.11832  0.1272
H 5.58393 -6.94844 -1.14019  0.1335
H -0.27515 9.70878 -6.25225  0.0856
H 5.74683 -0.26225 -6.26754  0.1184
H -1.40034 8.87621 -4.11374  0.1414
H 4.61250 -1.32482 6.50780  0.1311
C -5.46941 -9.29043 -6.87014  -0.1191
H 6.85971 -9.56639 0.56198  0.1153
H -0.05342 8.98581 -2.13521  0.1259
H 5.90319 3.00023 1.74515  0.1205
O 6.52790 -2.21894 7.44354  0.0046
N 5.17948 -3.92283 8.02120  0.1473
H 1.38256 9.41983 -2.93104  0.1237
H 6.96615 4.31797 1.21560  0.1016
H 0.22417 11.07271 -3.50292  0.0544
H -1.44996 6.75400 6.48576  0.1229
H 4.27689 -4.34112 7.84671  0.0981
N -4.88105 -5.06955 -6.45114  0.0283
H -1.43910 -10.45717 -0.34525  0.1477
H -3.76165 -0.49770 10.47819  0.0995
C -0.49861 6.31898 6.79204  -0.3980
H 0.34953 4.50846 6.12415  0.0614
C -4.97973 3.58600 -3.18951  -0.4060
H -6.17266 -4.75281 2.11678  0.1057
C 1.64607 6.80512 -2.38941  -0.0653
O -7.05435 4.57270 -4.05521  -0.2018
H -2.03915 -4.51016 -6.32848  0.0734
H -0.79022 4.43686 7.25143  0.0464
C 1.46701 9.03119 5.27982  -0.1144
H 0.38927 6.70430 4.80209  0.1246
H -6.83569 -3.32795 2.09965  0.1133
H -3.08158 2.99860 -2.59444  0.0584
N -0.54697 4.89408 6.38432  0.0068
H -4.26103 3.80830 -1.21549  0.0699
H 1.62048 8.65701 4.26763  0.0855
H -8.76744 5.11918 -4.82402  0.0947
H 0.41839 8.09403 -5.56650  0.0774
H 3.40894 -2.41103 7.25045  0.1191
H 5.38439 -1.54102 -2.90086  0.0731
C -3.72429 -5.90403 -6.57979  -0.4504
C 6.62156 4.13173 3.19645  -0.8273
H 7.40820 5.64457 2.39138  0.1046
C 6.65742 -0.73696 -4.25843  -0.4460
H 1.30864 9.47408 -5.56628  0.0893
H -4.03036 -12.08316 -0.68216  0.1114
O 0.67969 7.40775 -3.32064  -0.1794
H -4.42602 5.28046 -2.11589  0.0794
H -5.87570 4.53060 -1.38549  0.0785
O 4.13269 -8.89720 -0.64233  -0.0471
H 5.93647 -4.48446 8.38404  0.1111
H -2.29619 -1.12180 11.56337  0.1052
N -6.68887 -5.40878 4.37764  0.1436
O -5.08159 -7.94361 -7.12547  -0.1997
N -3.61208 3.16970 -3.43670  0.0136
C -0.35179 -2.43376 1.75079  -0.7587
H -6.81079 -5.70135 5.33662  0.1215
H 8.77313 -0.90807 -3.94080  0.0744
H -1.45290 6.25322 8.65682  0.0761
N -6.79871 -4.17087 2.65483  0.1443
H 0.48581 -4.12669 1.08936  0.1094
H -4.61316 -9.95369 -6.74762  0.0747
C -5.68550 4.43041 -4.38060  -0.1712
H 6.91823 -7.62620 -0.07005  0.1183
O 0.44798 8.33514 5.97962  -0.2039
H -5.67720 3.82843 -5.28926  0.1132
H -6.08915 -9.60149 -7.71114  0.0894
H 1.05012 10.02735 5.13160  0.0826
C 7.84158 -1.37409 -3.61960  -0.0919
H -3.00134 3.84910 -3.86741  0.0660
H 7.32379 5.64810 4.20009  0.1252
C -2.50207 -5.34376 -5.80035  -0.0505
H -5.23362 5.40259 -4.57749  0.1191
N 4.35888 -2.10265 7.10006  0.1653
H 2.45093 6.47224 -3.04477  0.0815
H -7.55991 4.70321 -6.05826  0.0817
H -4.17459 -0.78099 8.77377  0.1225
H 5.30066 -10.29037 0.50004  0.1249
C -0.39798 9.30194 -4.15986  -0.4432
C -4.92975 4.34003 -1.89239  -0.0915
O -2.63145 -2.89747 8.96539  0.0394
N 6.55021 3.75077 1.94044  0.1465
N -2.32567 -10.93508 -0.26979  0.1721
O 5.97776 3.62331 4.05159  0.0696
H -5.57333 2.70063 -2.96177  0.1295

Results
* SMILES: COC[C@H](C)N.COC[C@H](C)N.COC[C@H](C)N.COC[C@H](C)N.COC[C@H](C)N.NC(N)=O.NC(N)=O.NC(N)=O.NC(N)=O.NC(N)=O.NC(N)=O.NC(N)=O
* HOMO energy: -8.873 eV
* E_LUMO: 0.26 eV
* Kohn-Sham gap: 9.13 eV

So which one is most stable? That would be P, about 909.3 kJ/mol below the next structure.

P.
Density functional theory data (ωB97M-V/def2-TZVPD) for a gas-phase ion, C3H4O4P (charge -1).

Last column: natural (NBO) charge in e.
Atoms and positions in Å:
O -0.57508 0.08476 -1.49315  -0.7136
H -0.73928 -0.86699 -1.55354  0.5073
H -1.00896 2.67685 -0.31858  0.2081
H 0.60321 2.59108 0.39717  0.2313
O 0.20413 -1.63271 0.63768  -0.8457
P 0.56580 -3.57674 1.34379  0.9457
O 0.19948 -4.26915 0.13028  -1.0995
O 0.42538 0.19054 1.93434  -0.6850
H 0.43180 2.42920 -1.33244  0.2028
C -0.17377 0.59630 -0.24676  0.2532
C -0.10816 2.09437 -0.34481  -0.6736
C 0.17546 -0.31751 0.84603  0.6688

Results
* SMILES: C/C(O)=C(\[O-])OP=O
* net charge: -1
* HOMO energy (alpha / beta): -3.886 / -1.979 eV
* E_LUMO (alpha / beta): 3.74 / 3.71 eV
* Kohn-Sham gap (alpha / beta): 7.62 / 5.69 eV

Q.
Density functional theory data (ωB97M-V/def2-TZVPD) for a gas-phase ion, C3H4O4P (charge -1).

Last column: natural (NBO) charge in e.
Atoms and positions in Å:
H 0.88627 -0.17722 1.67565  0.5131
O 0.78815 0.54204 0.88467  -0.7463
H 0.17199 -0.61398 -2.24792  0.2366
C 0.14207 -0.13396 -0.26274  -0.0986
O -1.75630 0.34913 0.98953  -0.8755
O -2.00393 -0.79891 -0.97749  -0.7408
C -1.22133 -0.19423 -0.23090  0.6180
H 1.67876 -1.15110 -1.52113  0.1758
O -0.38823 0.63227 3.09046  -1.1578
P -0.82799 1.39271 1.90721  1.5354
H 1.51402 0.54525 -1.80516  0.1773
C 1.01652 -0.39201 -1.50219  -0.6373

Results
* net charge: -1
* HOMO energy: -2.932 eV
* E_LUMO: 4.06 eV
* Kohn-Sham gap: 6.99 eV

So which one is most stable? That would be Q, about 107.7 kJ/mol below the next structure.